Density functional theory data (wB97M-V/def2-TZVPD) for one molecule with the formula C6H7ClO in a non-equilibrium geometry.

Results
SMILES string: C#C[C@H]1CO[C@@H]1CCl
max |F|: 1.47 eV/A
net charge: 0
energy above the lowest of the compared OMol25 structures with the same formula, charge and spin: 3.275 eV

Last column: Mulliken charge in e.
Cartesian coordinates (Å):
C (1.738, 0.075, -2.519)  0.151
C (1.280, 0.400, -1.461)  -0.833
C (0.482, 0.755, -0.284)  0.026
C (-0.319, 2.050, -0.457)  -0.486
O (-1.489, 1.443, 0.127)  -0.432
C (-0.883, 0.128, 0.049)  0.156
C (-1.013, -0.660, 1.309)  -0.628
Cl (0.300, -1.891, 1.211)  -0.203
H (2.195, -0.162, -3.477)  0.412
H (1.185, 0.766, 0.526)  0.322
H (0.128, 2.850, 0.141)  0.258
H (-0.427, 2.402, -1.515)  0.322
H (-1.319, -0.488, -0.787)  0.293
H (-0.670, -0.107, 2.183)  0.277
H (-1.986, -1.144, 1.507)  0.364

***

Density functional theory data (wB97M-V/def2-TZVPD) for C2H5F2NO3S2 as an isolated structure in a non-equilibrium geometry.

Results
max |F|: 3.29 eV/A
net charge: 0
energy above the lowest of the compared OMol25 structures with the same formula, charge and spin: 0.000 eV

Last column: Mulliken charge in e.
Cartesian coordinates (Å):
C (0.647, 0.931, -0.791)  -0.285
C (0.181, -1.336, -0.175)  -0.841
N (-0.163, 0.012, -0.651)  -0.205
O (-3.358, -1.789, -1.371)  -0.437
O (-4.726, -0.497, 0.398)  -0.317
O (-3.797, 0.763, -1.246)  -0.456
F (-2.974, -2.094, 1.067)  -0.330
F (-4.000, 1.782, 1.039)  -0.281
S (-3.089, -1.006, -0.239)  1.027
S (-4.809, 0.925, -0.208)  0.785
H (1.811, 1.017, -0.662)  0.193
H (0.229, 1.740, -1.384)  0.245
H (-0.380, -1.553, 0.728)  0.303
H (-0.280, -2.009, -0.958)  0.293
H (1.350, -1.454, 0.011)  0.306

***

Density functional theory data (wB97M-V/def2-TZVPD) for one molecule with the formula C4H5NO2.

Results
SMILES string: O=C[C@H]1CN1C=O
max |F|: 0.52 eV/A
net charge: 0
energy above the lowest of the compared OMol25 structures with the same formula, charge and spin: 2.063 eV

Last column: Mulliken charge in e.
Cartesian coordinates (Å):
O (-2.026, 0.462, -2.084)  -0.464
C (-1.220, -0.086, -1.377)  -0.146
C (-0.650, 0.520, -0.130)  0.071
C (-0.500, -0.388, 1.089)  -0.475
N (0.595, -0.020, 0.286)  -0.019
C (1.955, 0.102, 0.257)  0.080
O (2.707, -0.438, 1.035)  -0.533
H (-0.815, -1.096, -1.605)  0.319
H (-0.881, 1.573, 0.043)  0.363
H (-0.836, -1.424, 1.020)  0.234
H (-0.616, 0.080, 2.068)  0.249
H (2.287, 0.714, -0.601)  0.320

***

Density functional theory data (wB97M-V/def2-TZVPD) for C31H38BClN3O7ReS3 as an isolated structure.

Results
<S²>: 3.780
max |F|: 0.74 eV/A
net charge: -1
energy above the lowest of the compared OMol25 structures with the same formula, charge and spin: 0.044 eV
multiplicity: 4

Last column: Mulliken spin population.
Cartesian coordinates (Å):
Re (-0.356, 0.200, 0.285)  2.718
C (0.009, 3.051, 1.503)  0.058
N (-0.976, 1.949, 1.479)  -0.230
C (-1.182, 1.461, 2.859)  0.068
C (-2.261, 2.450, 0.930)  0.069
C (-3.108, 1.298, 0.474)  -0.073
C (-4.495, 1.355, 0.463)  -0.039
C (-5.222, 0.289, -0.052)  0.073
C (-4.551, -0.827, -0.542)  -0.046
C (-3.164, -0.881, -0.516)  0.138
C (-2.409, 0.183, -0.007)  0.040
H (-0.391, 3.878, 2.102)  -0.001
H (0.210, 3.371, 0.484)  -0.020
H (0.926, 2.683, 1.954)  0.017
H (-1.465, 2.302, 3.502)  -0.003
H (-0.258, 1.010, 3.215)  0.003
H (-1.981, 0.720, 2.860)  -0.003
H (-2.000, 3.090, 0.083)  -0.001
H (-2.760, 3.071, 1.685)  0.005
H (-5.008, 2.232, 0.844)  0.000
H (-6.304, 0.328, -0.068)  0.007
H (-5.114, -1.658, -0.951)  -0.001
H (-2.656, -1.750, -0.915)  0.018
N (-0.696, -1.940, 1.810)  0.049
N (-0.529, -3.008, 0.924)  -0.002
C (-0.089, -2.756, -0.381)  0.000
O (0.239, -3.698, -1.078)  0.014
O (-0.099, -1.516, -0.764)  0.020
H (0.125, -1.735, 2.372)  -0.012
H (-1.518, -2.089, 2.382)  0.006
H (-0.164, -3.878, 1.289)  0.000
C (-1.099, 1.783, -4.987)  0.000
C (-1.162, 1.945, -3.476)  -0.003
C (-2.623, 2.019, -3.040)  0.007
O (-0.561, 0.809, -2.868)  -0.016
B (0.188, 1.214, -1.697)  -0.149
O (0.045, 2.667, -1.619)  -0.004
C (-0.303, 3.123, -2.924)  0.014
C (-1.047, 4.441, -2.795)  -0.002
C (0.980, 3.334, -3.730)  0.001
H (-1.784, 0.993, -5.300)  0.000
H (-0.097, 1.504, -5.307)  0.000
H (-1.394, 2.708, -5.492)  0.000
H (-3.091, 1.054, -3.236)  0.001
H (-3.170, 2.794, -3.583)  0.000
H (-2.706, 2.209, -1.974)  0.000
H (-1.895, 4.354, -2.117)  0.001
H (-1.413, 4.777, -3.768)  0.000
H (-0.371, 5.204, -2.403)  0.000
H (1.508, 2.396, -3.893)  0.001
H (1.639, 3.992, -3.161)  0.000
H (0.776, 3.792, -4.701)  0.000
O (1.353, 0.193, 1.564)  0.411
C (2.600, -0.043, 2.101)  0.055
C (3.297, -1.255, 1.488)  -0.021
C (4.397, -1.918, 1.955)  -0.001
C (4.814, -2.962, 1.088)  0.001
C (4.014, -3.063, -0.016)  -0.001
S (2.771, -1.901, 0.006)  0.020
C (2.381, -0.349, 3.593)  -0.001
C (2.038, -1.573, 4.095)  0.006
C (1.701, -1.553, 5.475)  0.001
C (1.804, -0.306, 6.011)  0.000
S (2.313, 0.832, 4.843)  0.000
C (3.525, 1.155, 1.850)  0.007
C (4.504, 1.241, 0.903)  0.004
C (5.104, 2.526, 0.815)  0.000
C (4.575, 3.409, 1.702)  0.001
S (3.337, 2.684, 2.630)  0.000
H (4.890, -1.660, 2.882)  0.000
H (5.664, -3.602, 1.274)  0.000
H (4.085, -3.756, -0.838)  0.000
H (2.060, -2.472, 3.494)  -0.002
H (1.417, -2.429, 6.040)  0.000
H (1.634, 0.003, 7.029)  0.000
H (4.768, 0.418, 0.257)  0.000
H (5.884, 2.776, 0.111)  0.000
H (4.834, 4.443, 1.858)  0.000
Cl (1.719, -0.620, -5.173)  0.000
C (1.459, -0.921, -3.416)  0.001
C (2.287, 0.057, -2.593)  -0.022
O (3.493, 0.086, -2.703)  0.000
O (1.642, 0.834, -1.761)  -0.173
H (1.809, -1.926, -3.200)  -0.001
H (0.395, -0.843, -3.233)  -0.007

***

no.,DFT total energy (Ha)
1,-768.1438
2,-1355.6780
3,-360.5936
4,-3653.1041